# 1
{"formula": "C19H25AuClCrNO2", "method": "ωB97M-V/def2-TZVPD", "max_force_ev_per_a": 3.746, "s_squared": 8.80, "homo_lumo_gap_ha": [0.222, 0.230], "total_charge": -1, "multiplicity": 6, "energy_ev": -70327.39295, "elements": ["N", "H", "C", "H", "H", "H", "H", "C", "C", "H", "C", "H", "H", "H", "C", "C", "H", "C", "H", "H", "Au", "C", "C", "H", "C", "H", "C", "H", "H", "Cl", "C", "H", "C", "C", "H", "H", "H", "Cr", "H", "C", "H", "H", "C", "H", "H", "O", "C", "O", "C", "C"], "positions_angstrom": [[-0.15, -1.21, 3.85], [3.72, 2.09, 3.34], [2.96, -2.23, 2.23], [4.52, 1.18, 4.59], [-2.77, 3.27, 4.46], [4.70, -0.98, 1.97], [2.47, 1.20, 5.53], [1.66, -2.28, 2.74], [3.30, -0.05, 3.31], [-0.63, -2.12, 3.85], [-1.60, 1.15, -4.10], [-1.89, 2.14, -4.49], [0.88, 0.44, 5.65], [-0.73, -2.16, -0.17], [-0.86, 0.92, 3.00], [2.05, -0.14, 3.89], [-3.00, 1.43, 6.17], [1.21, -1.20, 3.50], [1.01, -1.32, -1.93], [2.60, 0.16, -2.21], [0.34, 1.27, -3.19], [-2.43, 1.26, 5.25], [-1.48, 2.13, 3.18], [-1.36, 0.42, -4.89], [3.73, -1.08, 2.47], [1.75, 0.61, -0.64], [-1.00, -0.12, 3.95], [-1.33, 2.93, 2.48], [-0.89, -2.55, -1.86], [-0.60, 2.68, -1.41], [-0.06, -1.04, -2.21], [0.96, -3.08, 2.54], [-1.88, 0.01, 5.03], [1.99, 0.94, -1.72], [1.14, 1.78, 4.51], [-2.06, -0.83, 5.69], [-2.11, -1.53, -1.09], [-0.21, 0.33, -0.82], [-2.34, 0.77, -3.38], [1.60, 0.87, 4.94], [-0.07, -1.08, -3.32], [3.34, -3.08, 1.65], [4.19, 1.13, 3.55], [2.47, 1.92, -1.65], [5.10, 1.08, 2.94], [0.58, 1.42, 1.14], [-0.27, 0.67, 1.69], [-0.66, -0.38, 1.07], [-1.02, -1.71, -1.18], [-2.28, 2.30, 4.31]], "lowdin_spin": [0.00, 0.00, 0.00, 0.00, 0.00, 0.00, 0.00, 0.00, 0.00, 0.00, 0.10, 0.01, 0.00, 0.01, 0.00, 0.00, 0.00, 0.00, 0.01, 0.01, 0.43, 0.00, 0.00, 0.02, 0.00, 0.01, 0.00, 0.00, 0.01, 0.22, 0.07, 0.00, 0.00, 0.07, 0.00, 0.00, 0.01, 3.81, 0.01, 0.00, 0.01, 0.00, 0.00, 0.01, 0.00, 0.03, 0.02, 0.05, 0.06, 0.00]}



# 2
{"formula": "C13H18N2OS", "method": "ωB97M-V/def2-TZVPD", "max_force_ev_per_a": 0.928, "smiles": "C[C@@H](NC(=S)N1CCOCC1)c1ccccc1", "homo_lumo_gap_ha": 0.313, "total_charge": 0, "e_above_lowest_ev": 0.666, "energy_ev": -29635.98329, "elements": ["H", "C", "C", "H", "C", "H", "S", "H", "C", "H", "C", "H", "H", "C", "C", "H", "N", "H", "H", "H", "H", "C", "C", "C", "C", "O", "C", "H", "H", "H", "H", "H", "H", "N", "C"], "positions_angstrom": [[5.40, -0.58, 0.57], [-4.12, -0.09, 1.57], [-1.32, -1.21, -0.73], [-2.59, -2.00, -2.28], [0.98, -1.02, 0.17], [1.23, 1.70, 0.05], [0.92, -2.52, 0.88], [3.42, 2.86, 0.00], [-2.39, -0.36, -0.08], [3.24, -1.81, 0.91], [3.28, -0.71, 0.93], [-3.80, 2.71, -0.28], [-2.95, -1.87, 1.33], [-3.14, -0.87, 0.97], [2.14, 1.13, -0.20], [0.03, 0.36, -1.01], [-0.03, -0.56, -0.60], [4.40, -0.57, -0.90], [-5.13, 1.80, 1.59], [3.35, -0.40, 1.98], [-0.86, -2.13, -2.62], [3.34, 1.85, 0.41], [-3.62, 1.70, 0.07], [-4.36, 1.19, 1.12], [-1.63, -1.49, -2.20], [4.56, 1.21, 0.13], [4.47, -0.21, 0.14], [-1.24, -2.16, -0.19], [-2.07, 1.34, -1.35], [-1.67, -0.57, -2.77], [2.25, 1.11, -1.30], [3.19, 1.93, 1.50], [-4.70, -0.50, 2.39], [2.06, -0.21, 0.34], [-2.64, 0.93, -0.53]], "mulliken_charge": [0.36, -0.59, -0.41, 0.39, 0.61, 0.64, -0.48, 0.38, 0.65, 0.51, -0.74, 0.37, 0.35, -0.38, -0.71, 0.25, -0.03, 0.26, 0.38, 0.22, 0.42, -0.72, -0.77, -0.39, -1.53, -0.38, -0.55, 0.48, 0.28, 0.29, 0.30, 0.32, 0.38, 0.09, -0.25]}



# 3
{"formula": "C5H10BrNO", "method": "ωB97M-V/def2-TZVPD", "max_force_ev_per_a": 4.644, "homo_lumo_gap_ha": 0.346, "total_charge": 0, "e_above_lowest_ev": 0.197, "energy_ev": -78926.85368, "elements": ["H", "N", "H", "H", "H", "H", "C", "C", "O", "H", "C", "H", "H", "C", "C", "Br", "H", "H"], "positions_angstrom": [[0.61, -0.62, -3.13], [0.39, -1.26, -1.18], [-2.12, 0.98, 0.78], [1.60, -2.03, -2.70], [0.43, -2.02, -0.51], [-2.12, -0.78, 0.85], [0.62, -1.56, -2.58], [0.46, 1.41, 1.63], [0.00, 0.99, -1.39], [-2.02, 0.15, 2.34], [-1.71, 0.12, 1.30], [-0.15, -2.22, -2.97], [1.53, 1.27, 1.76], [0.11, -0.04, -0.78], [-0.21, 0.15, 1.18], [0.58, -1.45, 2.00], [0.03, 1.76, 2.58], [0.30, 2.18, 0.87]], "mulliken_charge": [0.30, -0.12, 0.34, 0.30, 0.14, 0.37, -0.85, -1.29, -0.60, 0.42, -1.35, 0.29, 0.38, 0.66, 0.55, -0.21, 0.36, 0.31]}



# 4
{"formula": "C11H28N2P2Sr", "method": "ωB97M-V/def2-TZVPD", "max_force_ev_per_a": 2.795, "homo_lumo_gap_ha": 0.187, "total_charge": 0, "e_above_lowest_ev": 0.000, "energy_ev": -34249.19213, "elements": ["H", "C", "H", "H", "H", "P", "H", "H", "H", "C", "P", "H", "H", "Sr", "C", "H", "H", "H", "H", "H", "C", "H", "H", "C", "C", "N", "H", "H", "H", "C", "H", "H", "H", "H", "N", "C", "H", "C", "H", "C", "H", "C", "H", "H"], "positions_angstrom": [[0.10, -0.35, -4.61], [2.72, -1.20, -1.85], [0.41, -1.97, -3.87], [-4.07, -0.22, 2.11], [1.85, 1.62, 1.21], [1.34, -0.21, -2.56], [3.16, -0.69, -0.96], [-3.89, -1.56, -0.98], [-4.47, 2.16, 0.54], [2.40, 0.41, 2.98], [-2.89, 0.35, 0.04], [-1.57, 0.90, -2.68], [-2.73, 2.68, 0.85], [-0.21, 0.80, -0.51], [-3.42, 2.12, 0.17], [3.12, 1.13, 3.35], [-1.08, -1.82, -1.36], [0.61, 3.14, -0.28], [2.58, 1.90, -2.13], [1.79, -1.11, -4.77], [1.72, 0.68, 1.81], [-2.33, 0.29, 2.44], [-2.64, -1.34, 1.77], [0.54, -1.40, 1.92], [2.13, -0.82, 3.63], [2.78, -1.12, 4.76], [3.45, -0.50, 5.14], [-3.32, 2.58, -0.85], [1.37, 2.08, -3.44], [1.19, -1.73, 3.09], [2.95, 1.20, -3.79], [2.61, -1.98, 5.22], [2.28, -2.16, -1.48], [-4.15, -0.07, -1.95], [0.84, -0.22, 1.34], [2.15, 1.39, -3.03], [-0.22, -2.02, 1.40], [-3.01, -0.28, 1.76], [-0.03, 3.22, 0.12], [0.88, -1.00, -4.14], [0.95, -2.67, 3.57], [-4.19, -0.49, -0.92], [-5.17, -0.33, -0.42], [3.49, -1.39, -2.64]], "mulliken_charge": [0.29, -1.03, 0.31, 0.41, 0.28, 0.37, 0.22, 0.31, 0.36, -0.68, 0.34, -0.20, 0.27, 0.36, -1.00, 0.33, -0.13, 0.08, 0.27, 0.38, -0.20, 0.25, 0.23, -0.71, 1.19, -0.44, 0.18, 0.26, 0.27, -0.65, 0.35, 0.19, 0.25, 0.28, -0.36, -1.02, 0.50, -1.06, 0.02, -1.09, 0.34, -1.08, 0.38, 0.39]}



# 5
{"formula": "C46H46F5N2O2P2PbSSiTe", "method": "ωB97M-V/def2-TZVPD", "max_force_ev_per_a": 2.217, "homo_lumo_gap_ha": 0.177, "total_charge": -1, "energy_ev": -118946.09762, "elements": ["H", "F", "C", "C", "C", "H", "H", "C", "O", "C", "C", "H", "C", "F", "C", "H", "C", "H", "C", "C", "H", "C", "C", "H", "H", "H", "C", "H", "C", "H", "C", "H", "C", "C", "H", "C", "H", "H", "C", "H", "C", "C", "H", "H", "H", "C", "H", "H", "N", "H", "C", "C", "C", "C", "Si", "C", "C", "C", "H", "H", "F", "N", "C", "C", "H", "H", "C", "C", "C", "H", "Pb", "C", "H", "Te", "H", "H", "H", "P", "H", "C", "H", "H", "P", "C", "H", "C", "S", "H", "C", "C", "C", "C", "H", "C", "C", "H", "H", "F", "H", "H", "H", "H", "H", "F", "C", "H", "O"], "positions_angstrom": [[-0.56, -5.77, 0.91], [-2.09, -2.74, -5.15], [5.77, -1.73, 5.09], [-3.47, -1.20, 1.77], [-3.61, 0.07, 2.33], [2.13, 4.43, 2.46], [-1.63, -6.87, -1.07], [-5.08, -1.15, -1.37], [-1.31, -0.43, 0.10], [-1.57, -1.51, -5.35], [0.07, -0.25, 2.95], [-6.94, -1.09, -2.42], [-4.58, -0.88, 4.30], [-0.80, -1.48, -3.13], [-2.81, -3.72, -1.47], [-3.62, 6.02, 1.11], [6.74, -1.72, 4.08], [7.75, -2.10, 4.29], [4.52, -1.22, 4.82], [6.44, -1.18, 2.84], [4.25, 0.32, -3.46], [2.06, 3.47, 1.96], [1.09, 2.55, 2.71], [6.01, -2.13, 6.08], [-3.80, -3.30, 2.07], [-2.44, 0.84, -1.92], [-0.29, 0.42, -4.48], [4.81, 2.23, -1.91], [4.17, -0.71, 3.57], [-4.97, -0.76, 5.31], [-3.79, -0.65, -1.24], [5.65, 1.50, -0.51], [-2.33, -3.14, -0.30], [2.74, -1.89, -1.23], [-3.25, 0.93, 1.79], [-3.26, 6.63, -0.96], [-0.66, 3.23, 1.63], [-0.11, -1.18, 2.40], [5.16, -1.20, -1.53], [3.60, -1.29, -3.73], [5.17, -0.66, 2.54], [-4.44, -2.15, 3.76], [-3.90, 1.71, -3.67], [-2.98, -5.51, -2.66], [-3.88, 7.52, -1.06], [3.50, -0.38, -3.13], [7.20, -1.17, 2.07], [4.53, 2.86, -0.30], [2.89, -0.27, 3.34], [1.52, 3.36, 4.65], [-2.38, 4.69, -0.09], [-0.51, 1.02, -5.77], [3.67, 0.26, 1.09], [-5.93, -0.67, -2.35], [-2.61, -1.32, 0.10], [2.70, 0.22, 2.12], [3.68, -0.73, -1.64], [-1.69, -0.91, -6.61], [-1.04, -3.45, 1.39], [3.06, 3.04, 1.96], [-0.03, 2.26, -6.00], [4.93, -0.14, 1.29], [-1.26, -5.24, 0.24], [-5.52, 0.35, -3.18], [2.77, -2.04, -0.15], [0.62, -0.48, 3.87], [-1.51, -3.89, 0.52], [-0.89, -0.86, -4.35], [-1.82, -5.82, -0.87], [1.70, -1.73, -1.53], [0.28, 0.84, -1.01], [-3.42, 0.40, -2.05], [-5.40, -1.95, -0.71], [-0.60, 3.28, -2.33], [1.75, 3.64, 0.93], [-6.17, 0.68, -3.99], [-0.30, 4.18, 3.06], [3.31, 0.79, -0.62], [2.45, 1.91, 4.29], [-1.81, 4.71, -1.36], [-4.77, -3.02, 4.33], [-2.22, 3.86, 0.60], [1.04, 0.88, 1.90], [-4.18, 0.23, 3.60], [3.08, -2.81, -1.71], [-0.31, 3.17, 2.66], [-2.33, 6.10, -2.32], [-1.06, 2.62, 3.23], [1.48, 2.38, 4.17], [-1.17, 0.38, -6.80], [-4.25, 0.91, -3.03], [-3.90, -2.30, 2.50], [2.52, 0.03, -3.36], [-2.57, -5.07, -1.75], [4.72, 1.94, -0.87], [5.86, -0.42, -1.80], [0.78, 1.75, 4.72], [-2.30, -1.55, -7.65], [-4.30, 1.22, 4.02], [3.76, -1.21, 5.60], [-0.89, 0.18, 3.21], [5.31, -2.04, -2.21], [-3.37, -3.15, -2.20], [-1.28, 0.96, -8.03], [-3.18, 5.83, 0.14], [5.43, -1.55, -0.53], [0.45, 0.96, -3.57]], "mulliken_charge": [0.38, -0.32, -0.52, 0.63, -0.59, 0.55, 0.34, -0.09, 1.53, -0.24, -1.33, 0.37, -0.43, -0.24, -0.25, 0.35, -0.61, 0.38, -0.41, -0.33, 0.37, -1.70, 1.94, 0.36, 0.36, -0.10, 0.50, 0.46, 0.07, 0.35, 0.11, 0.44, 0.66, -1.51, 0.58, -0.41, 0.18, -0.01, -1.82, 0.48, 0.05, -0.64, 0.49, 0.41, 0.34, -1.93, 0.45, 0.38, -0.13, 0.52, 0.39, 0.35, -0.15, -0.76, -2.33, 0.07, 1.99, 0.57, 0.26, 0.29, -0.35, -0.20, -0.69, -0.56, 0.23, 0.55, 0.07, 0.09, -0.50, 0.14, 1.24, 0.28, 0.38, 0.00, 0.23, 0.32, 0.56, 0.70, 0.35, 0.08, 0.37, -0.01, 0.83, -0.58, 0.50, -2.10, -0.15, 0.34, -1.88, 0.12, -0.58, -0.35, 0.23, -0.69, -1.73, 0.35, 0.31, -0.35, 0.41, 0.45, 0.22, 0.55, 0.37, -0.34, -0.82, 0.31, -0.75]}



# 6
{"formula": "C5H12N2O", "method": "ωB97M-V/def2-TZVPD", "max_force_ev_per_a": 3.584, "homo_lumo_gap_ha": 0.330, "total_charge": 0, "e_above_lowest_ev": 3.458, "energy_ev": -10404.96642, "elements": ["H", "H", "H", "H", "H", "C", "N", "N", "O", "C", "H", "H", "H", "C", "C", "H", "H", "H", "C", "H"], "positions_angstrom": [[0.34, -0.11, -1.47], [-2.00, 1.70, -0.23], [1.82, -0.80, -2.11], [-1.19, 1.08, -2.32], [-0.79, -1.86, -0.29], [-1.00, 0.01, 0.79], [-0.93, 0.48, -1.53], [0.87, 1.66, 1.02], [1.14, -0.43, 1.88], [-1.41, 0.79, -0.38], [1.74, -1.47, -0.52], [-2.27, -1.74, 0.66], [2.47, 0.10, -0.80], [1.63, -0.54, -1.07], [0.56, 0.29, 1.09], [1.81, 1.85, 1.34], [-0.70, -2.00, 1.47], [0.65, 2.13, 0.16], [-1.21, -1.50, 0.64], [-1.51, 0.37, 1.68]], "mulliken_charge": [0.24, 0.42, 0.42, 0.20, 0.30, 0.55, -0.37, -0.42, -0.61, -0.48, 0.31, 0.39, 0.28, -1.25, 0.10, 0.30, 0.35, 0.27, -1.36, 0.35]}



Which formula does entry 4 have? C11H28N2P2Sr



What is the formula in the sixth record? C5H12N2O